{
  "formula": "C19H18FN5O2",
  "method": "wB97M-V/def2-TZVPD",
  "smiles": "C[C@H]1CCCOc2cc(F)ccc2C(=O)Nc2cccc(n2)-c2nncn21",
  "e_tot_ha": -1258.86068,
  "de_lowest_kcal_mol": 48.6,
  "e_homo_ev": -8.6,
  "largest_force_ev_per_a": 6.185,
  "homo_lumo_gap_ev": 8.7,
  "species": ["C", "C", "C", "C", "C", "O", "C", "C", "C", "F", "C", "C", "C", "C", "O", "N", "C", "C", "C", "C", "C", "N", "C", "N", "N", "C", "N", "H", "H", "H", "H", "H", "H", "H", "H", "H", "H", "H", "H", "H", "H", "H", "H", "H", "H"],
  "positions_angstrom": [[1.497, 4.107, 2.502], [1.699, 2.755, 1.741], [0.998, 2.751, 0.420], [-0.498, 2.885, 0.473], [-1.147, 1.970, -0.507], [-1.042, 0.596, -0.107], [-1.776, -0.365, -0.744], [-2.522, -0.076, -1.928], [-3.397, -0.918, -2.572], [-4.248, -0.335, -3.431], [-3.363, -2.163, -2.118], [-2.530, -2.608, -1.080], [-1.801, -1.669, -0.324], [-0.948, -2.236, 0.670], [-0.879, -3.440, 0.794], [-0.253, -1.379, 1.477], [1.120, -1.534, 1.748], [1.865, -2.686, 1.755], [3.260, -2.624, 1.614], [3.826, -1.324, 1.602], [3.019, -0.130, 1.621], [1.675, -0.274, 1.706], [3.748, 1.250, 1.539], [5.020, 1.452, 1.211], [5.234, 2.728, 1.203], [4.132, 3.395, 1.547], [3.085, 2.512, 1.628], [1.834, 3.889, 3.601], [1.828, 5.029, 2.059], [0.440, 4.164, 2.577], [1.363, 1.996, 2.321], [1.353, 3.505, -0.323], [1.287, 1.848, 0.025], [-0.693, 3.961, 0.150], [-0.908, 2.547, 1.477], [-2.167, 2.192, -0.597], [-0.724, 2.045, -1.491], [-2.610, 0.875, -2.440], [-4.172, -2.849, -2.675], [-2.408, -3.722, -1.001], [-0.602, -0.467, 1.236], [1.242, -3.561, 1.709], [3.916, -3.446, 1.705], [4.907, -1.267, 1.582], [4.154, 4.431, 1.459]]
}

{
  "formula": "C46H41Cl2CoO2P2S",
  "method": "wB97M-V/def2-TZVPD",
  "e_tot_ha": -5311.85449,
  "de_lowest_kcal_mol": 0.0,
  "total_charge": 1,
  "s2": 0.87,
  "e_homo_ev": [-10.7, -10.6],
  "largest_force_ev_per_a": 1.020,
  "homo_lumo_gap_ev": [8.3, 8.4],
  "spin_multiplicity": 2,
  "species": ["Co", "O", "C", "C", "C", "C", "C", "C", "C", "P", "C", "C", "C", "C", "C", "C", "C", "C", "C", "C", "C", "C", "H", "H", "H", "H", "H", "H", "H", "H", "H", "H", "H", "H", "H", "H", "C", "C", "C", "C", "C", "C", "P", "C", "C", "C", "C", "C", "C", "C", "C", "C", "C", "C", "C", "H", "H", "H", "H", "H", "H", "H", "H", "H", "H", "H", "H", "H", "H", "H", "C", "C", "C", "C", "C", "C", "C", "S", "C", "O", "H", "H", "H", "H", "H", "H", "H", "H", "H", "H", "Cl", "C", "Cl", "H", "H"],
  "positions_angstrom": [[-0.542, 0.505, 0.463], [0.151, -0.754, 2.649], [0.107, 0.394, 2.263], [0.813, 1.533, 2.976], [1.011, 1.566, 4.345], [1.502, 2.732, 4.921], [1.793, 3.836, 4.125], [1.619, 3.786, 2.747], [1.127, 2.623, 2.173], [0.802, 2.305, 0.412], [2.407, 1.805, -0.283], [3.468, 1.383, 0.510], [4.632, 0.904, -0.083], [4.736, 0.835, -1.463], [3.676, 1.254, -2.258], [2.518, 1.736, -1.673], [0.465, 3.908, -0.353], [-0.860, 4.329, -0.446], [-1.166, 5.579, -0.961], [-0.145, 6.415, -1.389], [1.178, 6.006, -1.294], [1.486, 4.756, -0.777], [0.767, 0.699, 4.946], [1.647, 2.787, 5.992], [2.154, 4.747, 4.585], [1.855, 4.646, 2.131], [3.400, 1.435, 1.590], [5.458, 0.587, 0.541], [5.640, 0.455, -1.920], [3.752, 1.206, -3.337], [1.700, 2.071, -2.302], [-1.658, 3.674, -0.116], [-2.197, 5.898, -1.032], [-0.380, 7.387, -1.803], [1.974, 6.661, -1.624], [2.520, 4.442, -0.707], [-6.233, 1.828, 1.290], [-4.993, 2.405, 1.073], [-3.886, 1.592, 0.862], [-4.011, 0.208, 0.859], [-5.264, -0.364, 1.086], [-6.368, 0.443, 1.298], [-2.523, -0.805, 0.617], [-2.820, -1.700, -0.947], [-1.869, -2.631, -1.366], [-2.010, -3.291, -2.578], [-3.094, -3.008, -3.400], [-4.022, -2.053, -3.010], [-3.887, -1.402, -1.790], [-2.697, -2.049, 1.936], [-2.707, -1.573, 3.247], [-2.836, -2.447, 4.311], [-2.945, -3.814, 4.078], [-2.932, -4.295, 2.780], [-2.812, -3.416, 1.709], [-7.099, 2.455, 1.458], [-4.884, 3.482, 1.074], [-2.908, 2.039, 0.711], [-5.371, -1.443, 1.100], [-7.336, -0.006, 1.477], [-1.001, -2.822, -0.749], [-1.275, -4.026, -2.881], [-3.215, -3.531, -4.340], [-4.858, -1.814, -3.654], [-4.618, -0.658, -1.500], [-2.621, -0.509, 3.436], [-2.850, -2.066, 5.323], [-3.048, -4.498, 4.910], [-3.026, -5.357, 2.592], [-2.825, -3.806, 0.700], [5.934, -3.511, -3.698], [4.919, -3.037, -2.694], [5.215, -3.048, -1.331], [4.287, -2.622, -0.397], [3.040, -2.191, -0.828], [2.718, -2.171, -2.173], [3.662, -2.597, -3.097], [1.890, -1.609, 0.386], [1.197, -3.172, 0.907], [0.794, -0.915, -0.406], [6.941, -3.205, -3.414], [5.722, -3.119, -4.691], [5.929, -4.600, -3.762], [6.191, -3.384, -1.000], [4.537, -2.620, 0.658], [1.745, -1.818, -2.484], [3.418, -2.582, -4.153], [1.024, -3.811, 0.043], [0.277, -2.941, 1.443], [1.908, -3.638, 1.590], [-1.458, 1.084, -1.909], [-0.786, 0.125, -3.261], [0.023, 1.137, -4.445], [-1.617, -0.390, -3.729], [-0.075, -0.563, -2.819]]
}

{
  "formula": "C34H72BrN2O11S4",
  "method": "wB97M-V/def2-TZVPD",
  "e_tot_ha": -6442.01157,
  "total_charge": 1,
  "e_homo_ev": -10.3,
  "largest_force_ev_per_a": 3.440,
  "homo_lumo_gap_ev": 7.4,
  "species": ["C", "C", "O", "C", "C", "C", "C", "C", "C", "C", "O", "C", "C", "O", "C", "O", "C", "C", "C", "O", "C", "C", "C", "C", "C", "C", "C", "N", "C", "O", "N", "O", "C", "Br", "C", "C", "H", "H", "H", "H", "H", "H", "H", "H", "H", "H", "H", "H", "H", "H", "H", "H", "H", "H", "H", "H", "H", "H", "H", "H", "H", "H", "H", "H", "H", "H", "H", "H", "H", "H", "H", "H", "H", "H", "H", "H", "H", "H", "H", "H", "H", "H", "H", "H", "C", "S", "O", "C", "H", "H", "H", "H", "H", "H", "C", "S", "O", "C", "H", "H", "H", "H", "H", "H", "C", "S", "O", "C", "H", "H", "H", "H", "H", "H", "C", "S", "O", "C", "H", "H", "H", "H", "H", "H"],
  "positions_angstrom": [[2.631, 4.253, 0.801], [2.759, 5.165, -0.439], [3.161, 4.455, -1.599], [2.135, 3.590, -2.081], [2.733, 2.207, -2.339], [1.666, 1.139, -2.637], [2.010, -0.172, -1.872], [0.809, -1.166, -2.026], [0.448, -2.072, -0.807], [1.792, -2.587, -0.259], [2.455, -1.782, 0.709], [3.414, -2.487, 1.430], [3.287, -2.337, 2.918], [4.207, -3.121, 0.871], [-0.061, -3.368, -1.545], [-1.115, -2.942, -2.366], [-2.250, -2.581, -1.530], [-3.326, -2.391, -2.613], [-2.761, -1.743, -3.885], [-3.073, -0.666, -4.250], [-1.953, -1.419, -0.538], [-2.103, -0.019, -1.216], [-3.157, -1.392, 0.451], [-4.550, -0.930, -0.059], [-5.198, 0.110, 0.917], [-6.162, -0.547, 1.942], [-6.052, 1.091, 0.056], [-0.591, -1.577, 0.186], [-0.053, -0.271, 0.682], [-1.008, 0.569, 1.343], [-0.360, 1.414, 2.282], [-1.153, 1.928, 2.954], [-0.575, -2.442, 1.431], [-1.404, -4.230, 1.412], [-1.055, -1.890, 2.823], [-0.665, -2.964, 3.916], [2.631, 4.856, 1.710], [3.458, 3.538, 0.827], [1.699, 3.680, 0.728], [3.580, 5.851, -0.207], [1.869, 5.788, -0.587], [1.798, 4.015, -3.037], [1.274, 3.545, -1.405], [3.301, 1.872, -1.465], [3.440, 2.337, -3.161], [1.590, 0.909, -3.705], [0.657, 1.435, -2.317], [2.944, -0.584, -2.257], [2.188, 0.131, -0.836], [-0.005, -0.711, -2.585], [1.228, -1.818, -2.796], [1.630, -3.586, 0.180], [2.454, -2.779, -1.104], [4.277, -2.510, 3.336], [2.924, -1.334, 3.138], [2.631, -3.103, 3.339], [-0.238, -4.232, -0.897], [0.730, -3.730, -2.205], [-2.501, -3.517, -1.025], [-4.252, -1.873, -2.378], [-3.618, -3.394, -2.947], [-2.056, -2.317, -4.519], [-1.177, 0.457, -1.537], [-2.544, 0.695, -0.518], [-2.786, -0.028, -2.062], [-2.965, -0.735, 1.298], [-3.348, -2.365, 0.915], [-5.257, -1.768, -0.052], [-4.634, -0.479, -1.044], [-4.454, 0.742, 1.412], [-7.187, -0.404, 1.600], [-6.095, 0.029, 2.872], [-5.934, -1.586, 2.182], [-7.030, 0.683, -0.198], [-5.489, 1.409, -0.827], [-6.208, 1.998, 0.651], [0.340, 0.369, -0.105], [0.752, -0.427, 1.401], [0.438, -2.682, 1.743], [-0.500, -1.025, 3.180], [-2.134, -1.809, 2.926], [-1.509, -3.592, 4.185], [0.235, -3.522, 3.652], [-0.412, -2.437, 4.841], [3.946, -0.193, 6.615], [2.149, -0.199, 6.561], [1.745, -1.076, 5.423], [1.966, 1.504, 6.013], [4.280, -1.189, 6.901], [4.346, 0.058, 5.631], [4.285, 0.530, 7.357], [2.491, 1.647, 5.068], [2.366, 2.174, 6.773], [0.904, 1.703, 5.875], [0.346, 9.565, -3.347], [0.460, 7.792, -3.077], [0.439, 7.564, -1.605], [2.168, 7.623, -3.616], [-0.643, 9.893, -3.032], [1.105, 10.080, -2.757], [0.478, 9.781, -4.407], [2.811, 8.261, -3.009], [2.245, 7.900, -4.668], [2.464, 6.582, -3.491], [-1.216, 2.283, -8.233], [-1.031, 1.750, -6.526], [0.425, 1.756, -6.212], [-1.504, 0.038, -6.804], [-0.927, 3.330, -8.294], [-0.570, 1.688, -8.879], [-2.258, 2.176, -8.536], [-0.839, -0.416, -7.540], [-2.537, -0.005, -7.150], [-1.417, -0.486, -5.859], [2.616, -7.348, 6.005], [1.985, -5.770, 5.418], [0.596, -5.629, 5.923], [1.887, -6.242, 3.681], [2.719, -7.289, 7.087], [1.916, -8.145, 5.749], [3.591, -7.541, 5.557], [1.240, -7.110, 3.556], [2.888, -6.462, 3.309], [1.470, -5.397, 3.138]]
}